Entry from OMol25: a structure of composition C23H63N3O9P3ReS2SbSi3 (ωB97M-V/def2-TZVPD).

Calculated values
Multiplicity ... 4
Charge ... +2
Strongest force on any atom ... 0.8 eV Å⁻¹

Geometry as XYZ:
```
108
Properties=species:S:1:pos:R:3:forces:R:3:mulliken_spin:R:1
Re 0.2343 0.7196 1.5878 0.2 0.2 -0.4 1.565
C -2.5705 1.7741 2.2069 0.0 0.0 0.1 -0.019
C -2.4053 1.9398 0.7112 0.0 0.0 0.0 0.020
N -0.9649 2.0293 0.3526 0.1 0.2 -0.1 0.014
C -0.3847 3.3954 0.4766 0.0 -0.1 -0.1 0.057
C -0.0968 3.7463 1.9240 0.0 0.0 0.0 -0.013
N 0.4600 2.5636 2.6653 0.0 -0.1 0.1 0.000
C -0.1160 2.3814 4.0461 0.0 0.0 0.0 0.012
C -1.0787 1.1812 4.1052 0.0 0.0 0.0 0.034
N -1.5452 0.8198 2.7374 0.0 -0.3 0.0 0.066
H -2.4530 2.7158 2.7395 0.0 0.0 0.0 -0.003
H -3.5695 1.4000 2.4337 0.0 0.0 0.0 -0.001
H -2.7859 1.0527 0.2083 0.0 0.0 0.0 0.001
H -2.9506 2.8152 0.3514 0.0 0.0 0.0 0.000
H -0.8662 1.7731 -0.6299 -0.1 -0.1 0.0 0.004
H 0.5344 3.3819 -0.1064 0.0 0.0 0.0 -0.014
H -1.0564 4.1366 0.0378 0.0 0.0 0.0 0.007
H 0.6145 4.5700 1.9667 0.0 0.0 0.0 -0.004
H -0.9927 4.0773 2.4423 0.0 0.0 0.0 0.000
H 1.4616 2.7044 2.7760 0.0 0.1 0.0 0.008
H 0.7044 2.2026 4.7374 0.0 0.0 0.0 -0.002
H -0.6019 3.3086 4.3443 0.0 0.0 0.0 0.003
H -0.5594 0.3097 4.4985 0.0 0.0 0.0 -0.007
H -1.9304 1.4002 4.7510 0.0 0.0 0.0 -0.002
H -1.9702 -0.1050 2.7972 -0.1 0.0 0.0 0.035
C 3.0291 -2.9243 2.3118 0.0 0.0 0.0 0.000
C 2.9511 -1.7802 1.3045 -0.2 0.0 0.0 0.003
O 4.0373 -1.7648 0.3914 0.1 0.0 0.1 0.003
P 1.4532 -1.9001 0.2202 -0.4 -0.2 -0.4 -0.002
O 1.8670 -1.4035 -1.1945 0.0 0.0 0.1 -0.005
O 1.1406 -3.4186 -0.0291 0.1 0.0 0.2 0.000
O 0.1945 -1.1940 0.7103 0.8 0.3 0.2 0.201
P 2.8851 -0.1909 2.2205 -0.1 -0.2 0.3 -0.003
O 2.4069 0.8300 0.9869 0.0 -0.1 0.3 0.059
O 4.0955 0.2197 2.9141 0.1 0.0 -0.2 -0.001
O 1.5099 -0.2350 2.9282 0.1 0.3 0.2 0.012
H 3.0985 -3.8828 1.7955 0.0 0.0 0.0 0.000
H 2.1579 -2.9351 2.9677 0.0 0.0 0.0 -0.001
H 3.9122 -2.7864 2.9378 0.0 0.0 0.0 0.000
H 4.6062 -2.5287 0.5502 0.0 0.0 0.0 0.001
H 2.7739 -1.0679 -1.3139 0.0 0.0 0.0 0.003
H 0.6192 -3.8753 0.6483 -0.2 0.0 -0.1 0.001
H 3.0679 1.4743 0.6551 -0.2 0.1 -0.3 -0.001
C 3.3102 4.6435 0.4768 0.0 0.0 0.1 0.001
C 4.3034 4.0920 -0.5177 0.0 0.0 -0.1 0.002
C 5.7356 4.1860 -0.0497 0.0 0.0 0.0 -0.004
O 3.9845 2.6688 -0.7321 0.1 0.0 0.2 -0.060
P 3.4409 2.0038 -2.0805 0.4 -0.3 0.2 -0.023
S 3.6083 3.1224 -3.6811 -0.1 0.1 -0.1 0.619
S 1.5177 1.6799 -2.0774 -0.5 0.1 -0.2 0.391
O 4.1675 0.6029 -2.0548 0.1 -0.1 0.0 0.016
C 5.6307 0.3130 -2.1383 0.0 0.0 0.0 -0.008
C 6.3083 1.1406 -3.2064 -0.1 0.0 0.0 0.031
C 6.2807 0.4525 -0.7804 0.0 0.0 0.0 0.000
H 3.5427 5.6858 0.6931 0.0 0.0 0.0 0.000
H 3.3656 4.0831 1.4157 0.0 0.0 0.0 0.000
H 2.2993 4.5996 0.0725 0.0 0.0 0.0 0.000
H 4.1838 4.5964 -1.4774 0.0 0.0 0.0 0.008
H 5.8913 3.5920 0.8526 0.0 0.0 0.0 0.000
H 5.9733 5.2249 0.1794 0.0 0.0 0.0 0.001
H 6.4282 3.8480 -0.8192 0.0 0.0 0.0 0.001
H 5.6208 -0.7318 -2.4443 0.0 0.0 0.0 0.001
H 6.3550 2.1958 -2.9278 0.0 0.0 0.0 -0.012
H 5.8094 1.0483 -4.1694 0.0 0.0 0.0 -0.009
H 7.3326 0.7848 -3.3179 0.0 0.0 0.0 0.002
H 6.2894 1.4876 -0.4523 0.0 0.1 0.0 0.001
H 7.3154 0.1158 -0.8539 0.0 0.0 0.0 0.000
H 5.7799 -0.1517 -0.0284 0.0 0.0 0.0 0.000
C -6.2797 -1.6411 -2.0034 -0.1 0.0 0.0 0.001
Si -4.9860 -0.4917 -1.3227 0.0 -0.2 0.0 -0.002
C -5.6889 0.2804 0.2383 0.0 0.1 0.1 -0.001
C -4.5409 0.8264 -2.5726 0.0 0.1 -0.1 -0.001
Sb -2.7526 -1.5816 -0.7192 0.1 0.4 -0.2 0.006
Si -3.3844 -3.2669 1.0537 0.0 0.0 -0.2 -0.011
C -4.9898 -4.1308 0.7056 -0.1 -0.1 0.1 0.000
C -1.9562 -4.4761 1.1989 0.1 -0.1 0.0 0.001
C -3.5186 -2.2916 2.6548 0.0 0.0 0.2 0.002
Si -2.0798 -2.6372 -2.9826 -0.3 0.1 0.4 0.010
C -3.6035 -3.1115 -3.9311 0.0 -0.1 -0.2 0.001
C -1.1585 -1.2348 -3.7848 0.2 0.0 -0.1 -0.001
C -1.0465 -4.1524 -2.6923 0.2 -0.1 0.0 0.000
H -7.1788 -1.0743 -2.2632 0.0 0.0 0.0 0.000
H -6.5658 -2.3863 -1.2598 0.0 0.0 0.0 0.000
H -5.9492 -2.1639 -2.8969 0.0 0.0 0.0 0.000
H -6.7496 0.4937 0.0830 0.0 0.0 0.0 0.000
H -5.2107 1.2258 0.5035 0.0 0.0 0.0 0.000
H -5.6193 -0.3983 1.0904 0.0 0.0 0.0 0.000
H -5.3638 1.5314 -2.7171 0.0 0.0 0.0 0.000
H -4.3282 0.3712 -3.5425 0.0 0.0 0.0 0.000
H -3.6573 1.3951 -2.2726 0.0 0.0 0.0 0.000
H -4.9942 -4.5714 -0.2924 0.0 0.0 0.0 0.000
H -5.8227 -3.4279 0.7707 0.0 0.0 0.0 0.000
H -5.1741 -4.9297 1.4290 0.0 0.0 0.0 0.000
H -1.6016 -4.7738 0.2096 0.0 0.0 0.0 0.000
H -2.2450 -5.3823 1.7358 0.0 0.0 0.0 0.000
H -1.1345 -4.0139 1.7584 0.0 0.0 0.0 0.000
H -4.0903 -1.3715 2.5107 0.0 0.0 0.0 -0.001
H -2.5214 -2.0516 3.0409 0.0 0.0 0.0 -0.002
H -4.0255 -2.8731 3.4292 0.0 0.0 0.0 0.000
H -4.1560 -2.2365 -4.2756 0.0 0.0 0.0 0.000
H -4.2642 -3.7244 -3.3172 0.0 0.0 0.0 0.000
H -3.3336 -3.6959 -4.8157 0.0 0.0 0.0 0.000
H -1.8371 -0.3998 -3.9723 0.0 0.0 0.0 0.000
H -0.7244 -1.5358 -4.7421 0.0 0.0 0.0 0.000
H -0.3470 -0.8829 -3.1439 0.0 0.0 0.0 0.005
H -1.6469 -4.9303 -2.2164 0.0 0.0 0.0 0.000
H -0.1720 -3.9536 -2.0736 0.0 0.0 0.0 0.000
H -0.6924 -4.5451 -3.6494 0.0 0.0 0.0 0.000
```
Positions in Å, forces in eV/Å.



Entry from OMol25: a cluster of 10 separate species, C23H64BrN4O9 in total (ωB97M-V/def2-TZVPD).

Calculated values
Charge ... +1
Strongest force on any atom ... 1.1 eV Å⁻¹

Geometry as XYZ:
```
101
Properties=species:S:1:pos:R:3:forces:R:3:lowdin_charge:R:1
C -2.2643 4.4151 -2.0827 -0.4 0.3 0.2 -0.100
C -2.5323 4.0634 -0.6280 0.3 0.0 -0.1 -0.287
C -1.7984 2.8115 -0.1328 -0.4 0.1 -0.9 -0.588
Br -2.7090 1.2528 -0.8903 0.1 0.0 0.2 0.782
C -0.3745 2.8002 -0.6049 0.1 -1.0 0.2 -0.323
N 0.1892 1.8234 -1.3163 0.2 0.5 0.4 0.201
C 1.4491 2.2220 -1.5350 -0.6 -0.8 -0.3 -0.355
N 2.3489 1.5020 -2.2650 0.2 0.9 0.1 0.169
N 1.6676 3.4160 -0.9716 0.5 -0.6 -0.4 0.178
N 0.5128 3.7741 -0.3796 -0.4 0.3 0.2 0.168
H -2.8613 5.2891 -2.3220 0.0 0.2 -0.1 0.083
H -1.2281 4.6796 -2.2670 0.2 -0.1 -0.1 0.062
H -2.5886 3.6230 -2.7440 0.1 -0.3 -0.2 0.066
H -3.5904 3.8746 -0.5071 -0.2 0.0 0.2 0.101
H -2.2826 4.9145 0.0048 0.1 0.1 0.2 0.114
H -1.8889 2.6905 0.9381 0.3 0.0 0.3 0.068
H 2.7120 0.6298 -1.9395 -0.2 -0.3 0.0 0.112
H 2.7103 1.8968 -3.1103 0.3 0.0 -0.1 0.109
H 2.5351 3.9421 -1.0013 -0.1 0.7 0.1 0.164
H 0.3810 4.6287 0.1406 0.2 0.2 -0.1 0.195
C 3.8978 7.9525 -0.1444 -0.1 0.0 0.0 -0.076
C 4.3663 6.5813 -0.5757 -0.1 0.2 -0.2 -0.294
O 3.4270 6.0051 -1.4970 -0.1 -0.4 0.3 -0.117
H 2.9132 7.8761 0.3223 0.0 0.0 0.1 0.061
H 4.5883 8.4073 0.5651 0.0 0.0 0.0 0.085
H 3.8002 8.6138 -1.0080 0.1 0.0 0.0 0.081
H 4.4356 5.9135 0.2826 0.0 -0.1 -0.1 0.111
H 5.3485 6.6292 -1.0510 0.0 0.0 0.1 0.118
H 3.3843 6.5891 -2.2632 0.0 -0.1 -0.3 0.056
C -1.8962 -2.9459 0.2309 0.0 0.2 0.1 -0.096
C -3.2757 -3.3331 -0.2619 0.0 0.3 0.1 -0.310
O -4.2967 -2.9211 0.6475 0.0 -0.2 0.0 -0.083
H -1.7026 -3.3905 1.2086 0.0 -0.1 0.0 0.080
H -1.1294 -3.2789 -0.4621 0.0 0.0 0.0 0.050
H -1.8205 -1.8598 0.3476 0.0 0.0 -0.1 0.047
H -3.3572 -4.4136 -0.3572 -0.1 0.0 0.0 0.113
H -3.4702 -2.8879 -1.2440 0.1 -0.1 -0.1 0.109
H -4.2457 -1.9655 0.7306 0.0 0.1 0.0 0.065
C 1.9719 -6.2790 -1.0687 0.0 0.2 0.0 -0.087
C 1.0412 -5.0824 -1.0293 0.0 -0.2 0.2 -0.326
O -0.3151 -5.4802 -0.8400 0.1 0.0 -0.2 -0.097
H 1.6806 -6.9537 -1.8704 0.0 0.0 -0.1 0.066
H 3.0059 -5.9683 -1.2309 0.0 0.0 0.0 0.080
H 1.9217 -6.8400 -0.1381 0.1 0.0 0.0 0.060
H 1.0748 -4.5321 -1.9700 -0.1 0.0 0.0 0.110
H 1.3328 -4.3990 -0.2213 0.1 0.1 -0.1 0.105
H -0.3627 -5.9602 -0.0080 0.0 -0.1 0.0 0.088
C -1.2081 0.7516 5.0072 0.0 0.2 0.0 -0.081
C -1.4179 0.7932 3.5073 0.2 0.0 0.1 -0.298
O -1.1116 2.0907 2.9718 -0.1 0.0 -0.2 -0.106
H -1.8293 1.4999 5.5001 -0.1 0.0 0.0 0.064
H -1.4569 -0.2311 5.4075 0.0 0.0 0.0 0.083
H -0.1688 0.9772 5.2588 0.0 -0.1 0.0 0.077
H -2.4572 0.5894 3.2581 0.0 0.1 -0.1 0.116
H -0.7926 0.0452 3.0109 -0.1 -0.1 0.0 0.111
H -0.1919 2.2775 3.1793 0.0 0.0 0.1 0.079
C -4.0156 1.6986 7.9656 0.0 0.0 0.0 -0.098
C -2.8919 2.5168 8.5781 0.0 -0.4 0.0 -0.326
O -2.5705 2.0462 9.8826 0.0 0.3 0.0 -0.078
H -4.9001 1.7396 8.6004 0.0 0.1 0.0 0.077
H -4.2768 2.0674 6.9717 0.0 0.0 0.0 0.069
H -3.7262 0.6481 7.8809 0.0 0.0 -0.1 0.070
H -3.1884 3.5589 8.6812 0.0 0.0 0.1 0.112
H -1.9947 2.4747 7.9486 -0.1 0.1 -0.1 0.096
H -2.2958 1.1288 9.8075 0.0 -0.1 0.0 0.078
C 0.6900 -10.9801 -0.7921 0.0 0.1 0.0 -0.085
C 1.6700 -9.8555 -1.0627 0.1 -0.3 0.3 -0.310
O 2.0674 -9.1907 0.1432 -0.1 0.0 -0.2 -0.102
H -0.1976 -10.5959 -0.2873 0.0 0.0 0.0 0.080
H 0.3843 -11.4691 -1.7167 0.0 0.0 0.1 0.053
H 1.1371 -11.7315 -0.1355 0.0 0.0 -0.1 0.074
H 1.2146 -9.1028 -1.7006 0.0 0.1 0.0 0.094
H 2.5621 -10.2400 -1.5680 0.0 0.0 -0.1 0.113
H 2.4795 -9.8552 0.7018 0.0 0.0 0.1 0.079
C 1.1027 6.8335 -5.4225 0.0 0.0 0.1 -0.085
C 1.7864 7.8367 -4.5124 0.1 -0.1 -0.3 -0.313
O 3.1990 7.6153 -4.4642 -0.2 -0.1 0.4 -0.091
H 1.2992 5.8155 -5.0824 0.0 0.0 0.0 0.070
H 0.0243 6.9942 -5.4450 0.0 0.0 0.0 0.078
H 1.4844 6.9149 -6.4419 -0.1 0.1 0.0 0.078
H 1.4138 7.7377 -3.4921 0.1 0.0 0.1 0.097
H 1.5924 8.8591 -4.8477 -0.1 0.0 0.1 0.115
H 3.5401 7.7108 -5.3575 0.1 0.0 0.0 0.087
C -0.2809 9.8441 -0.7960 0.0 0.0 0.0 -0.086
C -0.4090 9.3298 0.6244 0.2 -0.1 -0.2 -0.305
O -0.3920 7.8968 0.6412 -0.2 -0.2 0.1 -0.105
H -1.0948 9.4652 -1.4149 -0.1 0.0 0.0 0.077
H -0.2968 10.9336 -0.8235 0.0 0.0 0.0 0.080
H 0.6558 9.4950 -1.2403 0.1 0.1 0.0 0.059
H -1.3492 9.6469 1.0694 0.0 -0.1 0.0 0.115
H 0.4075 9.7020 1.2500 -0.1 0.1 0.0 0.111
H 0.4479 7.6244 0.2617 0.1 0.1 0.0 0.044
C 0.6445 -15.6275 -3.2315 0.0 0.1 0.0 -0.092
C 0.2943 -14.6019 -2.1696 -0.2 -0.1 -0.2 -0.317
O -0.2102 -13.3973 -2.7455 0.1 -0.1 0.0 -0.100
H 1.3851 -15.2219 -3.9210 0.0 0.0 0.0 0.076
H 1.0447 -16.5369 -2.7818 0.0 0.0 0.0 0.075
H -0.2380 -15.8923 -3.8180 0.0 -0.1 0.1 0.073
H 1.1795 -14.3261 -1.5985 0.0 0.1 0.0 0.108
H -0.4483 -15.0093 -1.4759 0.1 0.0 0.1 0.110
H -1.0008 -13.6205 -3.2441 0.0 0.0 -0.1 0.084
```
Positions in Å, forces in eV/Å.



no.,DFT total energy (Eh)
1,-4762.94284
2,-4384.59955